[1]
# H3O3PS

2 unconnected molecules or ions with the total composition H3O3PS (ωB97M-V/def2-TZVPD, the OMol25 dataset).

Computed properties:
LUMO level	0.1	eV
ΔE to the lowest compared entry with this formula, charge and spin	72.67	kcal/mol
electronic energy	-967.05839	a.u.
HOMO-LUMO gap	9.8211	eV
SMILES string	O=PO.OS
HOMO	-0.3574	Ha

Structure (ORCA input):
```
! RIJCOSX wB97M-V def2-TZVPD def2/J DEFGRID3
* xyz 0 1
O -2.330 0.224 0.668
O -1.149 1.308 -1.170
O 1.449 0.454 0.691
P -1.066 0.126 -0.394
S 2.127 1.937 0.256
H -2.821 1.051 0.729
H 0.951 2.557 -0.225
H 1.385 0.641 1.612
*
```



[2]
# C11H33O8P3S

3 unconnected molecules or ions with the total composition C11H33O8P3S (ωB97M-V/def2-TZVPD, the OMol25 dataset).

Computed properties:
LUMO level	0.5	eV
electronic energy	-2463.15227	a.u.
HOMO-LUMO gap	8.5932	eV
SMILES string	COP(=O)(OC)OC.COP(=O)(OC)OC.CC[PH3]CSCC
HOMO	-0.2963	Ha

Structure (ORCA input):
```
! RIJCOSX wB97M-V def2-TZVPD def2/J DEFGRID3
* xyz 0 1
C 6.276 -4.704 -0.783
C 6.535 -3.301 -1.446
P 5.042 -2.191 -0.962
C 3.468 -1.203 -0.399
S 2.494 -2.316 0.702
C 0.733 -2.322 0.192
C 0.465 -3.261 -1.034
H 5.884 -4.487 0.230
H 5.452 -5.202 -1.320
H 7.175 -5.330 -0.748
H 7.491 -2.888 -1.063
H 6.620 -3.372 -2.547
H 5.692 -1.808 0.265
H 5.254 -1.314 -2.072
H 4.204 -3.371 -1.017
H 3.851 -0.394 0.257
H 2.892 -0.799 -1.249
H 0.306 -1.323 0.017
H 0.181 -2.760 1.044
H -0.511 -3.075 -1.506
H 0.489 -4.311 -0.693
H 1.298 -3.148 -1.752
C -3.792 1.819 2.218
O -3.587 0.403 2.180
P -2.429 -0.328 2.987
O -2.114 -1.671 2.482
O -2.871 -0.335 4.523
C -3.121 0.866 5.244
O -1.206 0.702 2.928
C 0.062 0.204 3.367
H -4.225 2.125 1.268
H -4.493 2.077 3.013
H -2.859 2.366 2.356
H -4.188 1.095 5.216
H -2.552 1.709 4.849
H -2.828 0.710 6.281
H -0.043 -0.399 4.271
H 0.709 1.053 3.584
H 0.513 -0.396 2.577
C -4.211 2.172 -3.762
O -4.351 3.001 -2.609
P -3.122 3.444 -1.701
O -3.513 3.903 -0.362
O -2.325 4.559 -2.523
C -1.762 4.297 -3.804
O -2.151 2.173 -1.707
C -1.068 2.189 -0.771
H -5.133 1.607 -3.884
H -4.066 2.787 -4.651
H -3.387 1.466 -3.663
H -2.461 4.606 -4.581
H -1.506 3.244 -3.933
H -0.852 4.886 -3.903
H -0.599 3.174 -0.728
H -0.328 1.460 -1.096
H -1.430 1.911 0.219
*
```



[3]
# C31H32N5S2TeZr

A molecular structure, C31H32N5S2TeZr (ωB97M-V/def2-TZVPD, the OMol25 dataset).

Computed properties:
LUMO level	-9.7	eV
ΔE to the lowest compared entry with this formula, charge and spin	0.00	kcal/mol
electronic energy	-2584.95308	a.u.
HOMO-LUMO gap	5.9741	eV
HOMO	-0.5763	Ha

Structure (ORCA input):
```
! RIJCOSX wB97M-V def2-TZVPD def2/J DEFGRID3
* xyz 3 1
Zr 0.410 -0.573 0.160
C 5.047 -1.325 2.130
C 3.628 -1.808 1.789
C 3.658 -2.946 0.774
C 2.826 -0.609 1.335
C 1.968 0.058 2.229
C 1.329 1.250 1.865
C 1.501 1.822 0.600
C 0.887 3.142 0.251
C 2.328 1.132 -0.314
C 2.970 -0.051 0.048
H 5.628 -2.156 2.526
H 5.039 -0.531 2.876
H 5.556 -0.955 1.237
H 3.160 -2.172 2.708
H 4.193 -2.670 -0.138
H 2.654 -3.292 0.508
H 4.189 -3.797 1.200
H 1.850 -0.324 3.235
H 0.697 1.749 2.591
H -0.116 3.243 0.667
H 0.859 3.299 -0.827
H 1.496 3.938 0.687
H 2.484 1.542 -1.304
H 3.637 -0.524 -0.664
N -1.944 2.209 -2.298
C -1.047 2.804 -3.239
C -1.300 4.073 -3.727
C -0.374 4.658 -4.584
C 0.800 3.994 -4.910
C 1.057 2.731 -4.392
C 0.117 2.128 -3.571
S 0.276 0.456 -3.033
N -0.462 0.617 -1.468
C -1.537 1.359 -1.358
C -2.257 1.264 -0.074
C -3.510 1.800 0.148
C -4.077 1.686 1.412
C -3.354 1.072 2.413
C -2.109 0.542 2.111
N -1.569 0.605 0.887
H -2.804 2.716 -2.146
H -2.204 4.604 -3.453
H -0.571 5.640 -4.989
H 1.515 4.456 -5.576
H 1.967 2.207 -4.654
H -4.064 2.295 -0.638
H -5.063 2.087 1.605
H -3.742 0.981 3.418
H -1.524 0.037 2.867
Te -0.320 -2.480 2.051
C -2.403 -2.488 2.002
C -3.173 -2.570 3.132
C -4.562 -2.522 2.846
C -4.830 -2.401 1.519
S -3.387 -2.381 0.595
H -2.769 -2.672 4.129
H -5.331 -2.595 3.601
H -5.789 -2.371 1.026
N 0.250 -5.066 -4.332
C 0.334 -4.108 -3.418
C -0.819 -3.582 -2.785
C -0.683 -2.607 -1.846
N 0.511 -2.087 -1.458
C 1.614 -2.578 -2.081
C 1.579 -3.553 -3.031
H -0.637 -5.462 -4.600
H 1.071 -5.447 -4.773
H -1.803 -3.952 -3.035
H -1.569 -2.211 -1.360
H 2.564 -2.154 -1.787
H 2.500 -3.897 -3.480
*
```



[4]
# C49H47CsN6O3P2S

A molecular structure, C49H47CsN6O3P2S (ωB97M-V/def2-TZVPD, the OMol25 dataset).

Computed properties:
LUMO level	0.3	eV
ΔE to the lowest compared entry with this formula, charge and spin	0.00	kcal/mol
electronic energy	-3550.78361	a.u.
HOMO-LUMO gap	7.1949	eV
HOMO	-0.2548	Ha

Structure (ORCA input):
```
! RIJCOSX wB97M-V def2-TZVPD def2/J DEFGRID3
* xyz 0 1
Cs 0.570 0.468 0.099
C -1.614 2.134 -2.408
C -1.973 2.301 -0.961
N -2.820 1.577 -0.336
N -3.496 0.652 -1.093
C -3.377 -0.582 -0.734
N -4.080 -1.503 -1.504
S -2.364 -1.231 0.522
C -1.226 3.288 -0.137
C -1.762 3.796 1.047
C -0.980 4.621 1.829
C 0.311 4.924 1.411
C 0.754 4.386 0.216
N 0.011 3.586 -0.550
H -0.814 1.398 -2.532
H -1.256 3.072 -2.830
H -2.483 1.764 -2.949
H -4.872 -1.104 -1.987
H -4.275 -2.359 -1.010
H -2.764 3.514 1.332
H -1.367 5.017 2.759
H 0.960 5.559 1.997
H 1.757 4.590 -0.141
C 6.523 -0.816 6.746
C 5.843 0.095 5.716
C 6.399 1.524 5.853
C 4.336 0.134 5.946
C 3.784 0.153 7.224
C 2.416 0.239 7.422
C 1.567 0.309 6.330
C 2.073 0.306 5.037
P 1.010 0.336 3.535
C 0.371 -1.387 3.578
C 0.949 -2.303 2.702
C 0.568 -3.639 2.725
C -0.411 -4.066 3.607
C -1.005 -3.156 4.473
C -0.612 -1.828 4.464
C -0.443 1.316 4.061
C -1.672 1.064 3.450
C -2.772 1.862 3.729
C -2.660 2.924 4.615
C -1.432 3.199 5.204
C -0.328 2.406 4.923
C 3.457 0.224 4.874
O 3.916 0.240 3.578
C 5.157 -0.278 3.311
C 5.385 -0.640 1.980
C 6.630 -1.161 1.654
C 7.615 -1.297 2.622
C 7.358 -0.913 3.926
C 6.120 -0.399 4.303
P 4.004 -0.454 0.780
C 4.604 -1.376 -0.682
C 3.999 -2.604 -0.934
C 4.371 -3.365 -2.033
C 5.343 -2.895 -2.902
C 5.942 -1.661 -2.671
C 5.574 -0.907 -1.569
C 4.238 1.277 0.212
C 3.699 1.639 -1.025
C 3.797 2.944 -1.485
C 4.423 3.910 -0.709
C 4.943 3.565 0.528
C 4.852 2.257 0.987
H 6.355 -0.455 7.758
H 7.602 -0.835 6.598
H 6.145 -1.837 6.673
H 6.204 1.913 6.855
H 5.929 2.192 5.130
H 7.477 1.531 5.678
H 4.433 0.106 8.087
H 2.013 0.249 8.426
H 0.497 0.370 6.482
H 1.707 -1.973 1.998
H 1.039 -4.345 2.052
H -0.719 -5.104 3.618
H -1.779 -3.483 5.155
H -1.087 -1.125 5.137
H -1.792 0.248 2.743
H -3.713 1.646 3.238
H -3.521 3.540 4.842
H -1.331 4.032 5.889
H 0.623 2.634 5.390
H 6.831 -1.473 0.639
H 8.583 -1.700 2.357
H 8.142 -1.013 4.664
H 3.204 -2.947 -0.281
H 3.888 -4.316 -2.220
H 5.628 -3.481 -3.766
H 6.693 -1.286 -3.355
H 6.032 0.061 -1.403
H 3.220 0.888 -1.644
H 3.378 3.205 -2.448
H 4.504 4.928 -1.069
H 5.432 4.313 1.140
H 5.278 2.000 1.949
C 0.885 -0.983 -4.859
O 0.347 -2.002 -4.013
C 0.716 -1.915 -2.722
O 1.462 -1.061 -2.289
N 0.146 -2.924 -2.015
N 0.258 -2.912 -0.618
H 0.510 -1.203 -5.854
H 1.973 -1.009 -4.846
H 0.544 0.000 -4.537
H -0.670 -3.345 -2.436
H 0.450 -3.855 -0.305
H -0.630 -2.594 -0.211
*
```



[5]
# C4H4ClN

2 unconnected molecules or ions with the total composition C4H4ClN (ωB97M-V/def2-TZVPD, the OMol25 dataset).

Computed properties:
LUMO level (spin up / spin down)	-0.3 / -1.6	eV
ΔE to the lowest compared entry with this formula, charge and spin	150.24	kcal/mol
electronic energy	-669.52211	a.u.
HOMO-LUMO gap (spin up / spin down)	9.0506 / 6.8660	eV
HOMO (spin up / spin down)	-0.3445 / -0.3129	Ha

Structure (ORCA input):
```
! RIJCOSX wB97M-V def2-TZVPD def2/J DEFGRID3
* xyz 0 1
C -1.137 -0.732 -0.123
C 0.228 -0.783 -0.409
C -2.299 -0.391 0.356
C 2.615 0.521 0.021
N -0.426 -1.675 -1.040
Cl 2.611 0.929 1.634
H -3.206 -0.905 0.079
H -2.394 0.425 1.052
H 2.304 1.253 -0.700
H 3.115 -0.382 -0.283
*
```



[6]
# C27H45BrN2NiO2P2

A molecular structure, C27H45BrN2NiO2P2 (ωB97M-V/def2-TZVPD, the OMol25 dataset).

Computed properties:
LUMO level (spin up / spin down)	-6.0 / -8.9	eV
ΔE to the lowest compared entry with this formula, charge and spin	7.02	kcal/mol
electronic energy	-6080.15144	a.u.
HOMO-LUMO gap (spin up / spin down)	6.6632 / 4.1726	eV
HOMO (spin up / spin down)	-0.4648 / -0.4798	Ha
expectation value of S²	2.020

Structure (ORCA input):
```
! RIJCOSX wB97M-V def2-TZVPD def2/J DEFGRID3
* xyz 2 3
N -5.658 4.382 -3.925
C -5.435 4.607 -2.621
C -4.626 3.778 -1.839
C -3.961 2.656 -2.424
C -4.200 2.464 -3.806
C -5.058 3.330 -4.501
C -3.014 1.830 -1.686
Ni -1.347 -0.279 -1.444
P 4.194 -0.928 0.302
C -1.742 1.389 -2.175
C -0.513 1.720 -1.356
C 0.748 1.876 -1.994
C 1.800 2.524 -1.360
C 1.695 3.076 -0.066
C 0.458 2.880 0.600
C -0.627 2.238 -0.018
Br 3.128 3.901 0.713
H -3.216 1.749 -0.612
H -1.614 1.395 -3.269
H -4.477 4.052 -0.800
H -3.720 1.654 -4.348
H -5.940 5.489 -2.205
H -5.262 3.168 -5.570
H 0.821 1.589 -3.044
H -1.588 2.155 0.508
H 2.738 2.673 -1.893
H 0.340 3.272 1.610
P -0.279 -1.803 -0.512
C 5.126 0.661 0.541
C 6.333 0.927 -0.351
H 5.472 0.601 1.582
H 4.397 1.487 0.486
H 6.695 1.942 -0.154
H 7.146 0.237 -0.097
H 6.136 0.844 -1.423
C 3.258 -0.603 -1.219
C 3.852 -1.443 -2.360
H 3.327 0.473 -1.432
H 2.192 -0.852 -1.042
H 3.316 -1.250 -3.299
H 4.911 -1.193 -2.512
H 3.781 -2.518 -2.143
C 3.152 -0.779 1.810
C 3.877 -1.372 3.024
H 2.203 -1.292 1.623
H 2.944 0.289 1.954
H 3.153 -1.753 3.749
H 4.537 -2.201 2.740
H 4.481 -0.613 3.532
C -0.090 -2.368 1.220
C -0.806 -3.658 1.573
H -0.406 -1.532 1.872
H 0.991 -2.527 1.354
H -1.869 -3.482 1.764
H -0.685 -4.429 0.798
H -0.350 -4.041 2.496
C 0.656 -3.142 -1.345
C 0.778 -3.002 -2.857
H 0.126 -4.063 -1.063
H 1.649 -3.158 -0.872
H -0.128 -3.368 -3.347
H 0.949 -1.958 -3.154
H 1.626 -3.603 -3.209
C -2.105 -2.073 -0.833
C -3.061 -1.686 0.313
H -2.097 -3.155 -1.022
H -2.458 -1.630 -1.810
H -3.812 -0.987 -0.076
H -3.583 -2.561 0.720
H -2.568 -1.192 1.163
N -3.459 -0.290 5.643
C -2.289 0.454 5.081
C -2.000 -0.298 3.779
O -1.069 0.147 3.076
O -2.765 -1.313 3.577
H -4.257 0.331 5.758
H -3.216 -0.676 6.552
H -3.619 -1.055 4.900
H -2.568 1.496 4.895
H -1.449 0.391 5.779
*
```